{
  "formula": "C38H33F7O2",
  "method": "wB97M-V/def2-TZVPD",
  "symbols": ["H", "C", "C", "C", "H", "C", "F", "C", "C", "C", "H", "H", "H", "H", "O", "C", "H", "F", "C", "H", "C", "H", "C", "C", "C", "F", "C", "H", "C", "H", "C", "C", "H", "C", "C", "C", "H", "H", "H", "C", "H", "H", "C", "C", "C", "H", "C", "H", "H", "C", "H", "H", "C", "H", "C", "H", "F", "C", "H", "H", "C", "F", "C", "C", "C", "F", "H", "H", "H", "F", "H", "C", "C", "C", "C", "H", "O", "H", "H", "C"],
  "xyz": [[2.58262, -7.07114, -3.63048], [1.70550, 4.63697, -6.02751], [1.48280, 4.25065, -3.66791], [-6.12060, 2.23434, -1.10235], [-1.12263, -1.81104, 1.04010], [-5.11251, 0.00073, 0.14378], [-0.02620, -0.77018, -1.05188], [2.93987, -5.97286, -0.45021], [4.78362, -0.17030, 3.02811], [4.81700, -0.83630, 1.81069], [3.56308, 0.95227, 4.41068], [-6.51751, 3.11308, -1.59200], [1.47899, -1.52599, -3.71596], [-2.24720, -0.51176, 2.83717], [1.75899, 0.54285, -4.12360], [2.45130, -5.02615, -3.01644], [3.01137, -7.91775, -1.34999], [2.35190, -2.84021, -2.15644], [-0.66031, -0.05772, -0.08810], [0.20345, -0.42260, -3.24573], [-0.54048, -1.19571, 6.23541], [0.45276, -1.54009, 5.97982], [-1.37441, 2.03642, 0.78656], [-1.25665, -1.83852, 7.22461], [-0.73324, 1.31521, -0.20897], [-0.70072, -2.89283, 7.85339], [3.05003, 0.35257, -4.29825], [-2.84017, 1.15754, 5.43670], [0.54173, 5.25773, -3.61618], [5.73684, -1.29011, 1.46749], [2.52539, -4.16517, -1.94105], [3.60914, 0.42208, 3.46878], [1.58073, -0.39044, 0.88308], [2.48770, -0.33530, 1.46863], [0.16551, 5.96546, -4.73876], [-2.52506, -1.43539, 7.59015], [2.81840, -3.90753, 0.16014], [0.41837, -0.84942, -4.91356], [-0.29191, 1.80675, -1.06704], [-3.09228, -0.34846, 6.94199], [-1.44506, 3.11236, 0.70660], [-0.57322, 0.39684, 4.80561], [2.48139, 0.32782, 2.67885], [-2.39245, 0.31162, 5.94138], [2.87420, -6.85826, -1.51657], [-3.05434, -1.96785, 8.36871], [2.76774, -4.61242, -0.65847], [0.48163, 6.19861, -6.84161], [2.16239, 4.39356, -6.97717], [0.93999, -0.63653, -3.99081], [-3.34817, 0.27487, -1.02569], [-4.25985, 2.28695, -2.16896], [2.63151, -6.38350, -2.79765], [3.69432, -1.42243, 0.07802], [3.66982, -0.91557, 1.03296], [3.12423, -6.34085, 0.54954], [-4.61167, -1.08930, 0.75713], [-1.82842, -0.00095, 1.98103], [-4.08317, -0.01661, 7.21998], [2.25667, -4.63578, -4.00652], [-1.20052, -0.73316, 0.98533], [-0.03054, 5.55889, -2.42929], [2.06697, 3.93320, -4.88715], [-1.11884, -0.11353, 5.58879], [-6.87869, 1.56982, -0.14831], [1.33513, 0.89808, 3.10635], [-7.86504, 1.93136, 0.10788], [2.79377, 3.13613, -4.92221], [-0.57860, 6.74656, -4.65910], [3.54519, -0.66269, -3.59013], [-2.41007, 1.94753, 2.66068], [0.75954, 5.65004, -5.95204], [-6.37570, 0.44112, 0.48202], [-1.91762, 1.38023, 1.88227], [-4.33846, 0.64691, -0.79790], [-6.95065, -0.09442, 1.22550], [3.74671, 1.03522, -5.00233], [1.75214, 3.72206, -2.76250], [5.67519, -0.10877, 3.63674], [-4.85265, 1.77113, -1.42584]],
  "atomic_forces_ev_per_a": [[0.0, 0.0, 0.0], [0.1, -0.1, -0.1], [0.0, -0.1, 0.1], [0.0, 0.0, 0.0], [0.0, 0.0, 0.0], [0.0, 0.2, -0.1], [0.0, 0.0, 0.1], [0.0, 0.0, -0.1], [0.0, 0.0, -0.1], [0.0, 0.0, 0.0], [0.0, 0.0, 0.0], [0.0, 0.0, 0.0], [0.4, 0.0, 0.2], [0.0, 0.0, 0.0], [0.1, -0.6, -0.1], [0.0, 0.1, -0.2], [0.0, 0.0, 0.0], [0.0, -0.1, 0.1], [-0.2, 0.1, 0.1], [-0.3, 0.1, 0.4], [0.2, -0.1, -0.1], [0.0, 0.0, 0.0], [0.0, -0.1, 0.1], [-0.1, 0.1, -0.1], [0.1, 0.1, -0.2], [0.0, 0.0, 0.0], [0.9, 1.3, -1.3], [0.0, 0.0, 0.0], [0.1, 0.0, -0.1], [0.0, 0.0, 0.0], [0.0, -0.1, 0.0], [0.0, 0.1, 0.2], [0.1, 0.0, 0.0], [-0.1, 0.0, -0.1], [-0.1, 0.1, 0.0], [-0.1, -0.1, 0.1], [0.0, 0.0, 0.0], [0.1, 0.3, -0.5], [0.0, 0.0, 0.0], [0.1, 0.0, -0.1], [0.0, 0.0, 0.0], [0.0, 0.0, 0.0], [0.1, -0.1, 0.0], [0.0, 0.0, 0.0], [0.0, -0.1, 0.0], [0.0, 0.0, 0.0], [0.0, 0.1, 0.1], [0.0, 0.0, 0.0], [0.0, 0.0, 0.0], [-0.5, -0.1, 0.0], [0.0, 0.0, 0.0], [0.0, 0.0, 0.0], [0.0, 0.0, 0.1], [0.0, 0.0, 0.0], [0.1, 0.0, 0.1], [0.0, 0.0, 0.0], [0.0, -0.1, 0.0], [0.0, 0.1, 0.0], [0.0, 0.0, 0.0], [0.0, 0.0, 0.0], [0.0, -0.2, 0.0], [0.0, 0.0, 0.0], [-0.1, 0.2, 0.2], [-0.1, 0.0, 0.0], [0.1, 0.0, -0.1], [0.0, 0.0, 0.0], [0.0, 0.0, 0.0], [0.0, 0.0, -0.1], [0.0, 0.0, 0.0], [0.0, 0.0, 0.0], [0.0, 0.0, 0.0], [0.1, -0.1, 0.0], [-0.1, -0.1, 0.1], [0.0, 0.0, 0.0], [0.2, -0.1, -0.1], [0.0, 0.0, 0.0], [-0.6, -0.9, 1.1], [0.0, 0.0, 0.0], [0.0, 0.0, 0.0], [-0.1, 0.0, 0.1]],
  "lowdin_charge": [0.11, -0.09, -0.01, -0.10, 0.13, -0.29, 0.04, -0.08, -0.08, -0.09, 0.12, 0.10, 0.07, 0.10, 0.03, -0.02, 0.10, 0.04, -0.32, 0.07, -0.01, 0.12, -0.07, -0.29, -0.02, 0.06, -0.57, 0.10, -0.29, 0.10, -0.27, -0.02, 0.09, 0.00, -0.02, -0.02, 0.11, 0.10, 0.12, -0.08, 0.11, 0.09, -0.27, -0.10, -0.09, 0.12, -0.01, 0.10, 0.10, -0.01, 0.11, 0.11, -0.08, 0.10, -0.08, 0.11, 0.06, -0.08, 0.10, 0.12, -0.02, 0.05, -0.07, -0.09, -0.09, 0.05, 0.10, 0.08, 0.12, 0.14, 0.10, -0.09, -0.02, -0.09, -0.02, 0.12, 0.15, 0.12, 0.10, -0.08],
  "smiles": "Fc1ccccc1.Fc1ccccc1.Fc1ccccc1.Fc1ccccc1.Fc1ccccc1.Fc1ccccc1.COC(=O)F"
}

=====

{
  "formula": "C3H9O2PS",
  "method": "wB97M-V/def2-TZVPD",
  "symbols": ["O", "C", "H", "H", "C", "O", "H", "H", "C", "H", "P", "S", "H", "H", "H", "H"],
  "xyz": [[-0.83164, -0.65070, 1.81668], [-0.00541, 1.99296, 0.34358], [-2.63838, 0.64994, -0.19032], [-2.19292, -0.93277, -0.93881], [1.52947, -1.87547, 0.52695], [2.08836, -0.25690, -1.47444], [-0.13174, 2.41591, -0.63649], [2.18814, -1.14334, 1.10770], [-1.96848, 0.16744, -0.86504], [0.92481, 2.19265, 0.64923], [-0.44054, 0.20639, 0.13490], [0.99787, -1.08790, -1.00829], [-1.66990, 0.72408, -1.71134], [-0.66399, 2.74669, 0.95993], [2.11383, -2.68866, 0.21176], [0.70054, -2.46032, 1.07399]],
  "atomic_forces_ev_per_a": [[1.5, 3.2, -6.3], [-4.3, 0.6, -0.7], [-0.9, 0.4, 0.0], [0.0, 1.3, -0.5], [-0.6, 0.0, 1.3], [1.5, 1.0, -0.8], [0.3, 0.2, -0.8], [-1.3, -1.1, -0.5], [1.6, -1.7, 1.7], [3.8, 0.2, 1.1], [-2.4, -2.7, 7.3], [-1.5, -0.4, 1.5], [-0.6, 0.3, -1.5], [0.6, -2.4, -0.7], [1.4, -0.9, -0.8], [0.9, 1.9, -0.5]],
  "lowdin_charge": [-0.58, -0.20, 0.04, 0.08, -0.34, -0.58, 0.03, 0.09, -0.23, -0.01, 0.76, 0.73, 0.03, 0.11, 0.01, 0.08],
  "e_above_lowest_ev": 4.610
}

=====

{
  "formula": "C3H12N2O2",
  "method": "wB97M-V/def2-TZVPD",
  "symbols": ["N", "H", "O", "H", "H", "H", "C", "H", "N", "C", "H", "H", "H", "H", "H", "O", "H", "H", "C"],
  "xyz": [[-1.24473, 0.57884, 1.65650], [2.59278, 0.92053, 0.48042], [3.53549, 0.68427, 0.41476], [0.21045, 2.10192, 1.69414], [-4.89893, -1.41966, -1.06744], [-0.69826, -0.52581, -0.66631], [1.34660, -0.77396, -1.49014], [-1.69620, 1.12350, 2.38426], [0.67195, 0.75030, 0.25969], [-0.09031, 1.20137, 1.15385], [1.43248, 0.11551, -2.10538], [0.48026, -1.33854, 0.40176], [2.31426, -0.93166, -1.01089], [1.14524, -1.68657, -2.04611], [-1.96477, 0.40981, 0.97239], [-4.01478, -1.05939, -1.20152], [4.03136, 1.30499, 0.94332], [-3.49730, -0.88634, -0.41660], [0.34441, -0.56911, -0.35672]],
  "atomic_forces_ev_per_a": [[-0.4, 0.6, 0.3], [0.0, 0.1, -0.1], [0.0, -0.3, -0.1], [0.0, 0.0, -0.1], [0.5, 0.2, 0.7], [-0.1, -0.4, -0.3], [0.1, -0.5, 0.8], [0.3, 0.0, 0.0], [0.0, -0.6, -0.1], [0.0, -0.2, 0.6], [-0.2, -0.1, -0.3], [-0.2, -0.1, 0.1], [0.1, 0.1, -0.1], [-0.2, 0.1, -0.3], [0.1, -0.4, -0.4], [0.2, 0.2, -1.2], [0.1, 0.2, 0.2], [-0.6, -0.4, 0.4], [0.5, 1.4, 0.0]],
  "lowdin_charge": [0.07, -0.02, -0.08, 0.12, 0.04, 0.09, -0.10, 0.08, -0.01, -0.28, 0.07, 0.12, 0.06, 0.07, 0.06, -0.06, 0.02, 0.01, -0.26],
  "smiles": "CC/N=C\\N.O.O",
  "e_above_lowest_ev": 1.218
}

=====

Number 1: E_tot -2317.35481 a.u., HOMO level -0.336 Eh. Number 2: E_tot -1009.58912 a.u., HOMO level -0.320 Eh. Number 3: E_tot -381.47015 a.u., HOMO level -0.361 Eh.